10
Properties=species:S:1:pos:R:3:lowdin_charge:R:1 method="wB97M-V/def2-TZVPD" homo_energy_ev=-9.472 de_lowest_ev=6.920 e_tot_ha=-338.39887 gap_ev=9.42
C 1.78436 0.15016 0.02825 -0.03
C 0.49192 0.40954 -0.16814 -0.25
N -0.55493 -0.42860 0.18351 0.01
N -1.89022 -0.10671 0.11684 -0.43
O -2.10411 1.11460 0.16935 0.05
O -2.66213 -1.02524 -0.16543 0.05
H 2.58544 0.86323 -0.21700 0.05
H 2.36366 -0.81202 0.35282 0.09
H 0.18902 1.50832 -0.47376 0.16
H -0.20302 -1.67329 0.17356 0.31

10
Properties=species:S:1:pos:R:3:lowdin_charge:R:1 method="wB97M-V/def2-TZVPD" homo_energy_ev=-9.626 de_lowest_ev=9.203 e_tot_ha=-338.31500 gap_ev=8.91
C -0.03984 -1.16309 -0.21542 -0.23
C -0.15399 1.22200 0.25467 -0.12
H 2.03350 0.18212 0.80628 0.13
H 0.55844 -1.75889 -1.23407 0.21
H -1.73066 -2.16836 0.13068 0.02
H 0.60998 2.33981 1.31147 0.25
N 0.53752 -0.00021 0.09192 -0.25
N -1.24297 -1.34902 0.41573 0.11
O 1.94732 -0.04103 -0.17502 -0.01
O -1.36859 1.35309 -0.42539 -0.10